Record 1
# C28H48N4O5

7 unconnected molecules or ions with the total composition C28H48N4O5 (the ωB97M-V functional and the def2-TZVPD basis, the Open Molecules 2025 dataset).

- E_LUMO: 0.6 eV
- M: 520.715 g/mol
- DFT total energy: -46007.858 eV
- E_HOMO: -9.28 eV
- SMILES string: CNC(C)=O.CNC(C)=O.c1ccncc1.c1ccncc1.C1CCOC1.C1CCOC1.C1CCOC1
- Charge: 0

Each line ends with the Löwdin charge.
Element x y z (Å)
C 1.1140 10.7935 -2.3641  -0.07
N 1.4199 9.5481 -3.0576  0.01
C 1.2705 8.3596 -2.4832  -0.56
C 1.7199 7.1752 -3.3104  -0.02
O 0.8618 8.1574 -1.3248  0.02
H 0.5055 11.4508 -2.9852  0.08
H 2.0013 11.2793 -1.9580  0.08
H 0.5237 10.6137 -1.4656  0.08
H 1.7793 9.6799 -3.9922  0.14
H 0.9483 6.9148 -4.0349  0.08
H 1.9426 6.3342 -2.6537  0.08
H 2.6352 7.2905 -3.8909  0.07
C -5.1283 -6.0381 -0.4724  -0.07
N -5.2935 -5.1762 0.7143  0.01
C -4.8055 -5.4197 1.9556  -0.53
C -5.0873 -4.4917 3.1229  -0.02
O -4.1075 -6.4049 2.2720  0.00
H -6.0065 -5.9259 -1.1081  0.08
H -4.9718 -7.1114 -0.3644  0.08
H -4.2377 -5.7935 -1.0514  0.08
H -6.0011 -4.4560 0.6862  0.13
H -5.8503 -3.7438 2.9072  0.06
H -4.2821 -3.8154 3.4095  0.08
H -5.3241 -5.0647 4.0194  0.09
C -4.4932 3.8159 8.6041  -0.08
C -3.7677 4.7874 9.2807  -0.09
C -2.6332 5.3369 8.7541  -0.17
N -2.1345 5.0026 7.5535  0.06
C -2.8565 4.0746 6.8898  -0.15
C -4.0179 3.4694 7.3569  -0.08
H -5.4672 3.4789 8.9270  0.10
H -4.1863 5.3247 10.1188  0.10
H -2.0846 6.0523 9.3488  0.10
H -2.5678 3.8573 5.8721  0.10
H -4.7403 2.8868 6.8045  0.10
C -5.6837 4.6681 -4.1353  -0.08
C -6.3161 4.9590 -5.3646  -0.08
C -6.8462 3.9726 -6.1350  -0.23
N -6.6995 2.7207 -5.9039  0.06
C -5.8804 2.4037 -4.8304  -0.09
C -5.3957 3.3571 -3.8671  -0.07
H -5.4507 5.4655 -3.4452  0.10
H -6.4110 5.9883 -5.6777  0.10
H -7.3655 4.2965 -7.0248  0.11
H -5.5978 1.3616 -4.8056  0.09
H -4.8406 3.1087 -2.9746  0.10
C 8.7753 2.4262 -0.1944  -0.19
C 8.3360 3.0849 -1.4139  -0.19
C 9.0079 4.4761 -1.3343  -0.25
O 10.1500 4.2901 -0.6057  -0.15
C 9.9640 3.2335 0.3796  -0.13
H 9.0041 1.4102 -0.5163  0.11
H 7.9559 2.3122 0.5152  0.11
H 7.2963 3.3767 -1.5615  0.11
H 8.6319 2.6475 -2.3674  0.11
H 8.4776 5.1778 -0.6905  0.11
H 9.0864 5.0647 -2.2484  0.12
H 9.7153 3.7818 1.2882  0.11
H 10.7799 2.5606 0.6430  0.11
C 1.2488 -0.8238 -0.9462  -0.21
C 0.9016 -2.2750 -0.8298  -0.18
C 1.8144 -2.7478 0.3500  -0.18
O 1.9875 -1.5697 1.1362  -0.16
C 1.3401 -0.4225 0.5185  -0.18
H 0.3983 -0.3876 -1.4701  0.11
H 2.1551 -0.7199 -1.5428  0.12
H 1.1046 -2.8401 -1.7395  0.11
H -0.1397 -2.2821 -0.5076  0.11
H 2.7864 -3.0472 -0.0422  0.11
H 1.3303 -3.3441 1.1233  0.12
H 1.7979 0.5660 0.5545  0.11
H 0.3360 -0.2957 0.9231  0.11
C 0.1781 -12.0172 -0.1722  -0.17
C 1.1355 -13.1571 -0.2246  -0.19
C 2.5294 -12.6107 -0.5798  -0.18
O 2.3306 -11.2358 -0.9165  -0.13
C 0.9411 -11.0392 -1.0851  -0.23
H 0.0200 -11.5529 0.8012  0.11
H -0.8591 -12.1314 -0.4873  0.11
H 0.8304 -13.7897 -1.0582  0.11
H 1.1643 -13.7852 0.6658  0.11
H 2.8502 -13.0925 -1.5033  0.12
H 3.1972 -12.6639 0.2800  0.12
H 0.6647 -11.0996 -2.1377  0.11
H 0.5858 -10.0222 -0.9194  0.11

Forces on atoms 1 to 3 (eV/Å):
-0.44 -0.08 0.71
-0.28 2.07 -0.02
0.33 -2.05 1.79



Record 2
# C28H48N5O4Sr

A molecular structure, C28H48N5O4Sr (the ωB97M-V functional and the def2-TZVPD basis, the Open Molecules 2025 dataset).

- E_LUMO: 1.2 eV
- M: 606.343 g/mol
- DFT total energy: -46291.401 eV
- E_HOMO: -1.77 eV
- Energy above the lowest of the compared OMol25 structures with the same formula, charge and spin: 0.0 kcal/mol
- Charge: -1

Each line ends with the Löwdin charge.
Element x y z (Å)
Sr -0.5277 -0.0579 0.6757  1.64
C 0.4601 3.5561 -3.2955  -0.05
C 1.1420 2.3473 -2.6467  -0.29
C 0.9601 1.0379 -3.4348  -0.11
C -0.3702 0.2864 -3.4507  -0.46
C -0.2778 -0.8406 -4.4688  -0.02
C -1.6225 1.1166 -3.7035  -0.01
N -0.5265 -0.2765 -2.0107  0.04
C 0.0380 -1.6810 -1.8034  -0.17
C 0.7829 -2.1725 -0.5540  -0.23
N 0.2304 -2.3891 0.8107  -0.27
C -0.9406 -3.2809 0.7991  -0.11
C -2.1985 -2.6965 0.1084  -0.69
O -2.9556 -3.5069 -0.4033  0.03
O -2.3354 -1.4207 0.1669  -0.24
C 1.2885 -2.9013 1.7136  -0.34
C 2.0994 -4.0746 1.1540  -0.04
C 2.1613 -1.8018 2.3569  -0.11
C 3.0866 -0.8320 1.5869  -0.54
C 3.9877 -0.1727 2.6426  -0.05
C 4.0020 -1.5205 0.5666  -0.04
N 2.2487 0.2530 0.9716  -0.07
C 2.8856 0.9250 -0.1901  -0.21
C 2.2255 2.2654 -0.4429  -0.17
N 0.9189 2.2282 -1.1408  -0.11
C 0.0253 3.2668 -0.5864  -0.12
C -1.4731 2.9265 -0.6881  -0.69
O -2.2450 3.7403 -1.1784  0.02
O -1.7661 1.7818 -0.1935  -0.24
H 0.6324 3.4965 -4.3708  0.09
H 0.8977 4.4949 -2.9531  0.08
H -0.6119 3.6107 -3.1212  0.06
H 2.2154 2.5277 -2.7582  0.11
H 1.7205 0.3003 -3.0928  0.07
H 1.2187 1.2639 -4.4731  0.14
H -0.3775 -0.3953 -5.4603  0.10
H -1.0862 -1.5632 -4.3422  0.10
H 0.6846 -1.3490 -4.4147  0.07
H -1.5029 1.6664 -4.6370  0.10
H -1.8422 1.8314 -2.9115  0.07
H -2.4893 0.4580 -3.8073  0.10
H -1.5240 -0.2333 -1.7657  0.12
H -0.0430 0.5038 -1.5172  0.07
H 1.0857 -1.6818 -2.4501  0.06
H -0.7527 -2.3593 -2.1115  0.12
H 1.6812 -1.5624 -0.4894  0.06
H 1.1551 -3.1206 -0.9502  0.12
H -1.2340 -3.4647 1.8378  0.13
H -0.7205 -4.2464 0.3341  0.13
H 0.7334 -3.3043 2.5676  0.13
H 2.7286 -3.8004 0.3110  0.07
H 1.4324 -4.8757 0.8313  0.08
H 2.7424 -4.4756 1.9395  0.08
H 2.7963 -2.3290 3.0770  0.12
H 1.4960 -1.1735 2.9700  0.11
H 4.6750 -0.9003 3.0776  0.09
H 3.3943 0.2614 3.4550  0.08
H 4.5849 0.6192 2.1857  0.08
H 4.3978 -2.4343 1.0130  0.09
H 4.8556 -0.8787 0.3407  0.08
H 3.5365 -1.7501 -0.4040  0.06
H 2.1715 0.9620 1.7018  0.09
H 2.8455 0.2498 -1.0745  0.08
H 3.9439 1.1270 0.0173  0.11
H 2.9268 2.9003 -0.9966  0.12
H 2.0783 2.7594 0.5252  0.11
H 0.2138 4.2576 -0.9998  0.11
H 0.2231 3.3260 0.4870  0.11
C 2.2230 -3.8702 -3.8506  -0.09
C 3.2468 -2.8715 -4.3061  -0.26
C 4.0827 -3.1605 -5.3667  -0.13
C 5.1017 -2.3006 -5.7818  -0.18
C 5.2705 -1.1150 -5.0585  -0.13
C 4.4684 -0.7812 -3.9880  -0.25
C 4.7095 0.4835 -3.2176  -0.09
C 3.3704 -1.6392 -3.5369  -0.40
N 2.5793 -1.3207 -2.5380  -0.07
H 2.1943 -4.7367 -4.5177  0.06
H 1.2114 -3.4515 -3.8035  0.05
H 2.4444 -4.2267 -2.8351  0.06
H 3.9407 -4.1040 -5.8930  0.08
H 5.7383 -2.5457 -6.6230  0.06
H 6.0648 -0.4264 -5.3466  0.08
H 5.4959 1.0858 -3.6818  0.06
H 5.0006 0.2720 -2.1803  0.06
H 3.7960 1.0886 -3.1483  0.04

Forces on atoms 1 to 3 (eV/Å):
-0.01 1.14 0.74
0.01 0.00 0.03
-0.01 -0.03 -0.07



Record 3
# C28H48N5O4Sr

A molecular structure, C28H48N5O4Sr (the ωB97M-V functional and the def2-TZVPD basis, the Open Molecules 2025 dataset).

- E_LUMO: 1.2 eV
- M: 606.343 g/mol
- DFT total energy: -46290.789 eV
- E_HOMO: -1.60 eV
- Energy above the lowest of the compared OMol25 structures with the same formula, charge and spin: 14.1 kcal/mol
- Charge: -1

Each line ends with the Löwdin charge.
Element x y z (Å)
Sr 2.8518 -0.1546 0.8492  1.67
C 1.4137 0.9095 -4.2921  -0.04
C 0.8100 0.4131 -2.9776  -0.29
C 0.0612 1.4911 -2.1758  -0.11
C 0.7778 2.5486 -1.3574  -0.46
C -0.2351 3.5421 -0.8123  -0.02
C 1.9147 3.2800 -2.0676  -0.01
N 1.4732 1.7590 -0.1976  0.02
C 0.6131 1.6046 1.0492  -0.17
C 0.4410 0.3466 1.8825  -0.25
N 1.4734 -0.2493 2.7466  -0.31
C 2.0738 0.7324 3.6459  -0.12
C 2.8288 1.9394 3.0481  -0.69
O 2.7675 2.9783 3.6889  0.03
O 3.5061 1.7592 1.9634  -0.24
C 0.9549 -1.4195 3.4991  -0.33
C -0.3884 -1.1743 4.1876  -0.04
C 0.9985 -2.7477 2.7178  -0.10
C 0.2758 -2.9977 1.3817  -0.54
C 0.3839 -4.5064 1.1069  -0.05
C -1.2146 -2.6430 1.4137  -0.03
N 0.9986 -2.2584 0.3003  -0.06
C 0.2096 -2.0824 -0.9468  -0.21
C 1.1496 -1.8480 -2.1056  -0.17
N 1.7402 -0.4891 -2.1658  -0.11
C 3.1118 -0.5847 -2.7070  -0.13
C 4.0650 0.5400 -2.2802  -0.69
O 4.7273 1.1133 -3.1369  0.02
O 4.0937 0.7408 -1.0153  -0.23
H 0.6618 1.5229 -4.7902  0.09
H 1.6498 0.0837 -4.9648  0.08
H 2.3172 1.5047 -4.1672  0.07
H -0.0215 -0.2379 -3.2630  0.11
H -0.6479 0.9743 -1.4734  0.08
H -0.5706 2.0236 -2.8936  0.14
H -0.4629 4.2463 -1.6148  0.10
H 0.1640 4.1144 0.0266  0.10
H -1.1593 3.0423 -0.5176  0.08
H 1.5426 3.6848 -3.0089  0.10
H 2.7633 2.6339 -2.2892  0.07
H 2.2746 4.1134 -1.4582  0.10
H 2.3590 2.2148 0.0449  0.12
H 1.6534 0.8921 -0.7503  0.07
H -0.4534 1.5333 0.6357  0.06
H 0.8215 2.4889 1.6446  0.13
H -0.0540 -0.3690 1.2216  0.06
H -0.3714 0.7120 2.5228  0.13
H 2.8093 0.2255 4.2803  0.13
H 1.3361 1.1879 4.3188  0.13
H 1.6978 -1.5673 4.2885  0.13
H -1.2076 -1.0388 3.4856  0.07
H -0.3484 -0.2970 4.8347  0.08
H -0.6204 -2.0377 4.8140  0.09
H 0.6241 -3.5002 3.4203  0.12
H 2.0565 -3.0106 2.5642  0.12
H -0.1294 -5.0780 1.8815  0.09
H 1.4298 -4.8308 1.0833  0.08
H -0.0767 -4.7525 0.1491  0.08
H -1.6741 -3.1231 2.2806  0.09
H -1.7114 -3.0358 0.5254  0.08
H -1.4440 -1.5720 1.4014  0.06
H 1.7682 -2.8817 0.0444  0.09
H -0.5055 -1.2389 -0.7944  0.07
H -0.3611 -2.9908 -1.1712  0.11
H 0.6293 -2.0702 -3.0447  0.13
H 1.9696 -2.5729 -2.0390  0.11
H 3.1456 -0.7023 -3.7902  0.11
H 3.5584 -1.4893 -2.2842  0.11
C -3.2404 2.0313 1.7333  -0.10
C -3.8361 1.2850 0.5732  -0.26
C -5.1940 1.3344 0.3530  -0.14
C -5.8179 0.6167 -0.6756  -0.18
C -4.9967 -0.1716 -1.4799  -0.14
C -3.6284 -0.2624 -1.3012  -0.25
C -2.8288 -1.1903 -2.1712  -0.09
C -2.9296 0.4508 -0.2364  -0.40
N -1.6440 0.3540 0.0105  -0.07
H -3.9176 2.8077 2.0980  0.06
H -2.2855 2.4813 1.4561  0.04
H -3.0066 1.3521 2.5674  0.06
H -5.8024 1.9600 1.0061  0.08
H -6.8867 0.6731 -0.8408  0.06
H -5.4468 -0.7500 -2.2867  0.08
H -3.4410 -1.5918 -2.9839  0.06
H -2.4261 -2.0388 -1.6022  0.05
H -1.9606 -0.6861 -2.6161  0.04

Forces on atoms 1 to 3 (eV/Å):
1.74 -1.56 -1.61
0.01 0.05 0.02
-0.03 -0.05 -0.02